(1)
ORCA calculation (the ωB97M-V functional and the def2-TZVPD basis) on a molecular structure, C41H55AgN3O5SSbSi3.

Each line ends with the Mulliken charge.
Positions of all 110 atoms, in Å:
H 1.52 3.44 1.29  0.077
O -0.70 -0.54 6.07  -0.810
H -1.60 6.21 -3.99  0.358
H 1.39 -2.47 -1.40  0.001
C 1.35 3.38 -1.50  -0.552
C -0.90 -2.53 -0.38  0.031
O 2.00 2.37 3.86  -0.735
C -0.74 -2.52 4.82  0.386
H 3.65 -2.63 0.81  0.116
H 1.10 3.72 -2.50  0.282
H -3.01 2.93 -5.87  0.303
C -1.47 -2.89 3.69  0.222
H -2.44 -2.45 -1.85  0.387
O -1.61 -7.35 5.10  -0.674
H 2.74 -2.91 -2.45  0.436
H 0.29 -6.60 1.37  0.342
H 4.87 -2.84 -0.47  0.449
H -4.01 1.70 -5.11  0.296
H 0.82 1.46 -4.82  0.156
Si -2.14 4.13 -2.72  0.032
C -0.82 -4.80 5.60  -0.710
C -1.86 5.00 -1.05  -1.225
C -1.86 -3.08 -1.18  -0.683
C -1.70 0.79 0.56  -0.734
C -1.30 5.16 -4.07  -1.062
H -0.58 -5.57 6.32  0.455
H -1.51 2.07 3.34  0.210
H -1.51 -6.34 -0.29  0.353
C -0.31 -1.08 5.02  -0.431
C 5.21 2.67 2.22  -0.467
C 0.60 3.36 1.87  -0.483
C -2.10 -4.48 -1.14  -0.906
C 3.43 1.27 0.62  -0.484
C -2.11 1.65 -1.57  -2.112
C 3.96 0.68 1.79  0.023
H -4.33 3.95 -3.93  0.305
H 5.05 -1.54 0.71  0.345
H -2.94 1.26 -6.45  0.335
H 2.34 3.66 -1.19  0.590
N 3.80 2.52 0.28  -0.113
H -0.61 1.49 4.78  0.342
C 0.45 -5.53 1.36  -0.848
N -2.01 -6.51 4.30  1.060
H 3.65 -0.31 2.07  0.570
H -0.24 3.14 1.21  -0.346
C -1.91 -4.19 3.52  -0.175
H -2.15 4.34 -0.23  0.295
C 4.65 3.18 1.07  -0.645
C -1.58 -5.13 4.48  -0.228
H 5.33 -1.09 -2.59  0.332
H -0.10 1.46 -6.33  0.372
H 5.88 3.26 2.83  0.398
Si -1.62 1.51 -4.32  0.124
H -0.97 0.59 1.34  -0.024
C 2.52 0.48 -0.24  -1.428
H -2.47 5.90 -0.99  0.470
H 0.60 3.76 -0.81  -0.535
H -3.28 -0.16 1.64  0.567
C 1.39 -4.95 2.17  -0.979
H -0.60 3.25 4.35  0.457
H -0.70 -1.47 -0.42  0.509
Si 3.35 -0.98 -1.04  0.198
H -1.66 -2.15 2.92  0.318
H -0.21 5.10 -4.00  0.272
C 0.86 -2.68 1.36  -0.888
H 1.72 -1.52 -2.86  0.304
C -3.43 1.18 -1.46  -0.124
H 1.99 -5.57 2.83  0.329
C -3.03 1.89 -5.55  -1.236
C 2.18 -2.07 -2.03  -0.757
Sb 1.15 1.25 -1.58  1.244
C -0.43 -3.49 5.77  -0.457
H -1.59 4.80 -5.06  0.264
S 0.85 1.98 3.00  0.932
C -1.71 -0.36 -4.06  -0.953
C -0.33 -4.71 0.51  0.782
H 5.21 0.94 3.51  0.392
H 0.43 4.27 2.45  0.638
C -0.63 2.23 3.97  -1.114
H -2.86 -4.91 -1.77  0.369
H -2.46 -4.49 2.64  0.453
H -4.24 5.49 -3.07  0.359
H -4.10 1.36 -2.29  0.511
H 5.23 0.49 -1.80  0.334
C 4.84 1.38 2.59  -1.033
C -0.05 1.88 -5.32  -0.955
C 4.64 -0.31 -2.26  -1.355
H 4.15 0.10 -3.14  0.222
H -1.55 -0.90 -5.00  0.548
C -1.63 2.39 -2.74  2.457
O 0.35 -0.56 4.08  -0.526
H -4.90 0.19 -0.25  0.388
C 1.57 -3.55 2.17  0.331
H -0.95 -0.69 -3.34  0.092
H -4.59 4.00 -2.19  0.297
C -4.00 4.42 -3.01  -1.279
C -2.99 0.35 0.73  -1.013
H -2.68 -0.65 -3.66  0.201
Ag 1.11 -0.47 1.59  1.760
C -1.34 -5.27 -0.32  -0.834
H -0.82 5.28 -0.90  0.321
H 4.90 4.19 0.74  0.391
C 4.32 -2.10 0.13  -0.971
C -0.11 -3.31 0.51  1.283
H 2.30 -3.15 2.87  0.374
O -2.73 -6.78 3.36  -0.638
C -3.88 0.54 -0.32  -1.249
N -1.25 1.41 -0.54  1.666
H 0.10 2.96 -5.41  0.313
H 0.13 -3.19 6.65  0.442

## Properties
Highest occupied orbital energy in eV: -2.0
E_LUMO in eV: 3.9
Frontier orbital gap in eV: 5.9
Total charge: -2
Relative energy (zero: lowest compared OMol25 entry of this formula, charge and spin) in kJ/mol: 33.3

(2)
ORCA calculation (the ωB97M-V functional and the def2-TZVPD basis) on 5 unconnected molecules or ions with the total composition C2H15NO4 in a non-equilibrium geometry.

Each line ends with the Mulliken charge.
Positions of all 22 atoms, in Å:
H 5.88 -1.98 -1.81  0.318
H 1.43 2.15 2.20  0.313
H -3.61 -0.45 -0.79  0.316
H -0.08 0.57 0.05  0.246
H -1.43 2.76 -1.10  0.274
C 0.70 1.36 2.42  -0.961
H -0.24 1.76 2.03  0.276
O -3.65 0.21 -1.47  -0.649
H 0.60 1.23 3.50  0.276
N 0.26 -0.24 0.57  -0.483
H -3.99 0.94 -0.94  0.315
O -2.82 -0.79 0.99  -0.700
H 6.41 -2.50 -3.19  0.325
H -2.79 -0.41 1.86  0.287
H -1.89 -0.75 0.74  0.420
H -1.43 1.21 -1.69  0.320
C 1.13 0.10 1.72  -0.300
H 1.08 -0.81 2.31  0.305
O 5.72 -2.60 -2.51  -0.643
O -1.04 1.90 -1.13  -0.667
H 2.14 0.21 1.32  0.229
H 0.54 -1.03 0.03  0.185

## Properties
Highest occupied orbital energy in eV: -9.0
E_LUMO in eV: 0.8
Frontier orbital gap in eV: 9.7
SMILES string: CCN.O.O.O.O
Total charge: 0
Relative energy (zero: lowest compared OMol25 entry of this formula, charge and spin) in kJ/mol: 94.1

(3)
ORCA calculation (the ωB97M-V functional and the def2-TZVPD basis) on 15 unconnected molecules or ions with the total composition C60H165N15O15 in a non-equilibrium geometry.

Each line ends with the Mulliken charge.
Positions of all 255 atoms, in Å:
H 6.63 -4.30 -1.19  0.354
H 4.23 0.63 -2.18  0.457
C 0.25 3.38 -6.83  -0.672
H -0.82 -0.49 -2.33  -0.394
C 0.55 6.66 -0.76  -0.878
H 7.65 -2.14 3.19  0.285
C -6.18 0.80 -4.14  -1.720
H -3.36 -2.24 -3.30  -0.957
H 3.22 5.24 -1.04  0.064
H -0.67 -0.34 5.58  -0.862
H 0.13 1.88 -8.28  0.509
H -2.81 -5.37 -5.19  0.244
H -1.65 -2.40 -3.69  0.584
C -2.79 -4.20 -3.46  0.411
H 0.56 3.82 -9.48  0.376
N 0.62 -0.21 7.31  -0.383
H 1.38 -6.97 3.06  0.279
C 6.25 -2.30 -0.46  3.103
H 6.29 -0.66 -1.86  0.163
C -2.45 -2.81 -3.10  1.129
H 0.00 6.87 0.13  0.292
C -4.20 -4.62 -3.04  -0.432
H 0.46 -5.54 3.35  -0.368
H 4.12 0.61 -0.32  -1.119
H -2.77 0.81 -4.09  0.395
H 0.43 -2.06 -1.02  0.187
H 1.15 0.62 -5.63  0.207
H -4.66 -0.95 -6.51  0.313
H -6.14 3.64 4.25  0.347
H 1.10 7.54 -1.11  0.298
H -6.16 1.91 -3.96  0.322
H 1.25 3.79 -7.23  0.361
H -1.08 -3.38 6.26  0.230
H 7.21 -1.98 -2.40  0.223
H 1.41 -0.92 -1.84  0.840
O 5.94 -2.25 1.97  0.067
H -0.32 -3.95 7.79  0.292
C 0.39 5.45 -2.72  -0.487
H 2.26 1.36 0.97  -0.749
C 0.12 1.31 -1.50  -1.284
H -1.38 0.17 0.50  -0.593
H -4.54 3.73 -2.33  -0.082
H -3.33 3.19 0.57  -0.615
H 1.08 4.80 -4.85  -0.195
H -2.14 -2.74 -2.06  -0.992
H 4.44 0.49 1.61  -0.506
C 6.87 -3.65 -0.31  -1.457
N -4.49 2.74 4.89  -0.565
C 3.01 -5.70 -0.35  -0.303
H -5.02 0.39 1.18  -0.058
H -0.33 4.18 2.03  0.670
N -4.58 0.39 -2.33  0.225
C -5.22 2.58 2.58  0.476
H 4.96 6.35 -3.31  0.223
H 1.39 -0.86 5.12  0.091
H 2.02 1.95 -4.71  -0.107
C 1.44 1.67 -5.63  -0.588
H -5.69 4.97 -1.72  0.488
O -3.57 -2.10 0.85  0.853
C -2.45 -0.60 3.15  0.548
H -3.53 2.43 4.66  -0.080
H -4.92 -1.89 -0.65  0.053
O 5.83 1.45 2.78  -0.498
C 3.30 -2.41 5.61  -1.437
C -5.98 0.56 1.77  -0.303
C 6.41 2.15 1.65  -0.711
H -0.54 -5.32 -0.68  0.555
N -2.63 -4.46 -4.92  -0.772
H -0.02 3.79 0.42  -0.121
C 3.33 -4.32 -2.33  -0.948
C -2.27 -2.04 2.87  1.362
H 4.32 3.15 4.12  0.548
H -4.04 5.23 4.26  0.554
C -5.16 3.47 3.78  0.401
H 3.53 3.18 -2.79  -0.242
C -3.72 1.01 -4.58  -0.444
H 1.66 -4.60 4.88  0.342
H 4.15 0.38 3.39  -0.109
H -1.73 0.97 8.10  0.350
N -0.86 -2.16 2.25  1.836
H 7.92 -3.51 -0.20  0.535
N 4.70 5.34 -3.34  -0.510
H -4.36 5.28 0.36  0.186
N -1.76 2.16 -7.68  -0.576
H 1.34 5.99 -0.44  0.211
H -1.87 -0.74 7.78  0.553
H 5.14 4.97 -4.22  0.243
C -0.45 -0.12 -1.36  1.691
C -6.47 -3.87 -3.13  -0.802
H -3.29 -0.55 -7.45  0.419
C 0.83 6.41 -3.85  0.646
H -4.43 -2.34 2.73  0.402
H -2.23 2.90 -7.12  0.227
H -4.24 -5.69 -3.43  0.294
H 0.57 0.26 8.20  0.307
H 6.11 4.56 -2.00  0.225
C 0.74 -1.03 -1.02  -2.294
H 5.93 -0.57 0.79  -0.527
H -1.06 7.29 -3.61  0.298
H -4.34 -4.59 -1.91  0.066
H -6.49 -3.55 -2.14  0.243
O -3.61 0.74 -5.96  -0.435
H 0.70 -1.23 7.34  0.129
H -1.04 4.65 -9.03  0.272
H -0.31 4.85 -3.24  0.613
H 4.65 4.91 0.05  0.177
H 3.15 -7.15 -3.28  0.253
C 3.56 -5.73 -1.74  0.793
H 2.50 5.23 -4.38  0.361
H 1.21 4.83 -2.35  -0.131
H 6.42 -0.77 3.30  0.202
O -1.25 -5.36 1.28  0.159
H -2.96 5.84 -2.09  0.265
H 1.90 -2.67 0.50  -0.057
H -3.08 -1.29 -5.80  0.307
H 2.07 1.88 -6.52  0.465
C 4.43 1.05 2.55  0.808
H -2.08 -2.66 3.75  -0.221
H -5.06 1.95 5.06  0.393
C -0.76 -7.24 2.83  0.292
H -1.64 -7.14 3.42  0.486
H 6.50 3.17 1.91  0.314
O 3.79 -4.88 0.42  -0.181
H -3.95 2.04 -4.43  0.105
H -0.71 -9.09 3.67  0.298
N 1.64 5.69 -4.79  -0.653
H 3.49 -3.45 6.06  0.421
C 3.43 3.10 3.58  -1.717
H -1.20 2.80 1.37  0.005
C -0.42 6.97 -4.48  -1.392
C -2.81 3.98 -0.05  1.569
H -5.36 3.33 -0.83  0.062
H 0.70 1.74 5.37  -0.448
C -5.00 4.18 -1.41  -0.805
H -3.63 0.31 -2.07  -0.119
H -4.87 -3.62 0.20  0.176
H -0.60 2.01 -1.91  0.458
C -1.42 -5.08 -0.10  -0.885
H -5.02 1.24 -1.91  -0.177
H -6.44 -0.38 2.11  0.336
C 2.25 -2.53 4.50  2.149
O -0.29 6.05 -1.69  -0.062
N -3.44 6.08 -1.23  -0.630
H 3.07 4.10 3.35  0.327
H -5.39 5.51 3.16  0.315
H 2.26 -4.20 -2.55  0.296
O 4.58 2.46 -1.17  -0.059
C 2.23 -1.60 0.69  0.867
H -5.68 -2.25 0.94  0.302
H 2.37 -1.43 1.78  -0.705
C 3.54 2.29 2.34  1.286
H 0.37 1.75 -0.52  -0.673
C -0.30 -3.98 6.69  -0.696
H -3.50 -0.47 3.54  0.548
H 4.58 6.32 -0.93  0.469
H -4.82 -0.81 -4.03  -0.272
H 2.90 -1.72 6.39  0.270
H 2.47 -4.47 1.93  -0.097
C 3.89 1.18 -1.24  0.257
H -2.69 0.43 6.71  0.268
H 3.23 -1.57 0.22  -0.635
O 0.37 2.56 -5.66  0.164
O -5.13 -3.82 -3.63  -0.200
H -3.22 -3.80 -5.38  0.255
H 0.64 -6.74 4.54  0.534
C 4.33 5.24 -0.94  -1.240
H -7.05 -3.14 -3.66  0.254
H -4.19 2.36 2.28  -0.470
C 6.49 -1.51 0.87  -0.400
H 0.07 -6.83 0.90  -0.047
H -2.30 3.48 -0.89  -0.131
N 6.79 -1.53 -1.60  -0.664
H -1.00 6.14 -4.83  0.269
C 0.48 -6.61 3.49  -0.570
H 0.27 2.06 7.08  0.499
H -1.74 1.48 -6.97  0.085
H -0.93 4.23 6.42  0.328
H 3.61 -5.78 2.25  0.554
H 2.82 1.38 -1.35  0.212
H 1.36 7.26 -3.41  0.425
N -0.61 -8.75 2.72  -0.818
H 0.33 -8.99 2.48  0.271
H -3.46 -3.76 2.15  0.356
H -6.85 -4.87 -3.26  0.386
H 5.17 2.58 -3.06  0.466
H 0.97 1.29 -2.16  0.579
C -0.80 3.81 1.16  -0.334
H -0.29 -5.02 6.33  0.240
C 1.20 -3.56 4.97  0.301
H 5.17 -2.37 -0.54  -1.883
H -1.01 3.15 -9.97  0.441
C 5.01 4.56 -2.14  0.514
C 4.56 3.13 -2.34  -0.407
H 2.73 2.50 4.21  0.066
H 7.37 1.69 1.50  0.397
N -1.60 -0.09 -0.46  1.408
H -3.79 4.79 2.65  -0.062
O -1.89 4.67 0.82  -0.679
H 6.06 -2.41 4.03  0.148
C -0.43 2.75 -7.99  0.592
H 3.73 -3.54 -1.72  -0.197
H 1.75 1.29 2.47  0.129
H 6.55 -4.21 0.62  0.113
O -1.30 2.40 5.75  -0.077
H 3.92 -4.16 -3.19  0.501
C -4.84 0.27 -3.78  1.170
H -2.35 -5.58 -0.48  0.414
O 0.89 -3.28 6.34  -0.376
H 5.91 1.96 0.75  0.139
H -6.66 0.96 0.97  0.318
N 2.79 -6.86 -2.38  -0.708
H -2.32 0.07 2.25  -0.703
H 7.52 -1.18 1.01  0.579
H -2.08 -4.89 -3.04  0.307
H 2.86 -6.71 0.07  0.455
C -0.55 0.26 6.48  1.679
H -6.34 0.71 -5.21  0.356
C -1.84 0.23 7.30  -1.892
H -0.20 3.87 4.81  0.240
H 2.84 -7.63 -1.73  0.216
C -3.49 -2.61 2.16  -1.664
H -2.14 -0.97 -0.49  -0.583
H 0.67 -1.47 3.81  -0.632
H 4.28 -2.13 5.25  0.236
H -0.26 7.68 -5.30  0.345
N 1.58 -1.30 4.26  0.486
C -3.64 -0.62 -6.45  -0.911
O 1.31 -0.67 0.19  1.166
C 6.56 -1.90 3.20  -0.702
C 3.52 -4.83 1.79  -0.064
C -0.93 -6.72 1.39  -0.883
H -1.86 4.22 4.96  -0.136
C -4.82 -2.51 0.25  -0.811
C -0.17 1.70 6.09  0.032
H 4.66 -5.91 -1.73  0.186
C -1.03 3.72 5.46  -0.380
C -3.90 4.92 -0.55  -0.066
H 4.20 -4.13 2.16  -0.251
H 0.23 -3.60 4.38  -0.310
O -5.81 1.36 2.87  -0.449
C -0.49 3.68 -9.18  -1.629
N 2.21 1.94 1.80  0.522
H -0.78 -3.12 2.08  -0.516
H -1.73 -0.25 3.90  -1.170
H 1.95 -5.35 -0.37  -0.338
H -1.63 -7.31 0.83  0.472
H 2.74 -2.84 3.55  -1.653
H -0.85 -1.74 1.33  -1.153
H -1.61 -3.95 -0.16  -0.282
H 3.99 2.89 1.55  -0.663
H -2.76 6.67 -0.71  0.291
H -0.43 4.25 -6.55  -0.058
C -4.56 4.80 3.45  -1.411
H -7.04 0.38 -3.64  0.451
H -5.69 2.99 1.66  0.292

## Properties
Highest occupied orbital energy in eV: -8.6
E_LUMO in eV: 0.5
Frontier orbital gap in eV: 9.1
Total charge: 0
Relative energy (zero: lowest compared OMol25 entry of this formula, charge and spin) in kJ/mol: 471.2